1.
The following is a quantum chemistry calculation of an isolated ion of composition C5H11IN and charge +1 in a non-equilibrium geometry, from the Open Molecules 2025 dataset.

Properties
* energy above the lowest of the compared OMol25 structures with the same formula, charge and spin: 44.71 kJ/mol
* total charge: +1
* 2S+1: 1
* LUMO: -3.43 eV
* HOMO level: -13.202 eV
* HOMO-LUMO gap: 9.8 eV
* SMILES string: C[C@@]1(C[NH3+])C[C@@H]1I

The geometry in XYZ format:
```
18
Properties=species:S:1:pos:R:3:forces:R:3
C 0.23974 0.44101 0.10029 -2.109 0.666 -0.741
H -1.23803 1.62768 -1.24469 -0.011 -0.049 -0.129
H -0.77639 1.42941 1.82356 -0.098 -0.077 0.051
H 0.00425 2.58126 0.68963 0.079 0.019 -0.089
N -0.16988 -1.98778 -0.14273 -0.147 -0.110 -0.230
H -0.12894 -2.90847 0.30745 -0.077 0.159 -0.164
H 0.44294 -1.99745 -0.96645 -0.201 -0.032 0.141
C -1.22129 1.06036 -0.32974 1.630 -1.195 0.897
H -1.15237 -1.78607 -0.44224 0.404 -0.209 0.062
H 1.94608 1.57074 -0.57178 0.122 0.019 0.020
H -0.47664 -0.89359 1.62956 0.015 -0.196 -0.143
H 1.22714 -1.11481 1.18842 -0.097 -0.140 -0.044
H 2.07702 -0.15506 -0.85377 0.180 -0.080 -0.047
I -3.00596 -0.08712 -0.06416 0.393 0.398 -0.014
C 0.23098 -0.89487 0.79903 0.087 0.781 0.494
C -0.42496 1.59599 0.81468 -0.075 -0.106 0.047
H 1.04039 0.83458 -1.87886 0.037 -0.026 -0.077
C 1.38591 0.68422 -0.85820 -0.133 0.179 -0.034
```
Positions in Å, forces in eV/Å.

---

2.
The following is a quantum chemistry calculation of an isolated ion of composition C5H11IN and charge +1 in a non-equilibrium geometry, from the Open Molecules 2025 dataset.

Properties
* energy above the lowest of the compared OMol25 structures with the same formula, charge and spin: 330.61 kJ/mol
* total charge: +1
* 2S+1: 1
* LUMO (spin up / spin down): -3.96 / -3.96 eV
* HOMO level (spin up / spin down): -11.995 / -11.995 eV
* HOMO-LUMO gap (spin up / spin down): 8.0 / 8.0 eV

The geometry in XYZ format:
```
18
Properties=species:S:1:pos:R:3:forces:R:3
H 0.36668 1.13203 -1.69341 -0.104 1.480 -0.414
H 2.17764 -0.33362 0.92274 3.028 -0.713 -1.328
C 0.42538 0.24792 -1.12477 -0.014 -1.294 -0.612
C 0.30914 0.48044 0.32968 0.793 -2.684 1.226
H 1.38069 0.29331 2.24724 -0.419 -0.195 0.273
H -0.08503 2.45845 0.77633 -0.449 -0.145 0.257
H -1.45077 -0.25422 -0.63990 0.846 -1.724 -2.130
N -0.84990 -0.53603 -1.51573 -2.879 7.376 0.479
C 0.40400 -1.46054 1.25409 -1.909 1.274 -1.704
H -0.59540 -1.44120 -1.63235 0.216 -3.922 -0.312
H -1.30617 -0.03894 -2.35825 0.796 -1.653 1.322
H -1.17557 1.34507 1.66419 -0.178 0.132 0.034
C 1.24823 -0.21967 1.29846 -2.822 1.097 0.815
H -0.62706 -1.65986 1.65370 1.468 0.825 0.192
H 1.23793 -0.29973 -1.61424 0.187 -0.082 0.961
C -0.69781 1.53727 0.71075 -0.121 0.627 -1.294
I 0.70902 -3.05222 -0.15052 0.446 0.374 0.678
H -1.47099 1.80154 -0.12801 1.116 -0.772 1.558
```
Positions in Å, forces in eV/Å.

---

3.
The following is a quantum chemistry calculation of a 3-piece molecular cluster, C5H11IN2 overall in a non-equilibrium geometry, from the Open Molecules 2025 dataset.

Properties
* energy above the lowest of the compared OMol25 structures with the same formula, charge and spin: 257.65 kJ/mol
* 2S+1: 1
* LUMO: 0.75 eV
* HOMO level: -8.595 eV
* HOMO-LUMO gap: 9.3 eV

The geometry in XYZ format:
```
19
Properties=species:S:1:pos:R:3:forces:R:3
H 2.72224 -2.51057 -1.97933 1.989 2.050 1.368
H -0.17857 -2.29365 1.20326 0.178 -0.631 -1.343
H 4.49454 1.53223 0.15124 -0.753 -0.133 -0.115
C -0.62718 -2.21879 0.16263 -0.878 -1.408 0.687
C -0.47784 -0.78385 -0.13472 0.257 0.648 1.256
H -1.71148 -2.53265 0.42691 1.456 0.621 -0.895
H 2.87332 2.30272 -0.42866 -0.428 0.769 -0.037
H -0.19900 -2.87602 -0.66248 -0.525 0.677 1.583
C 0.14252 -0.19830 -1.14256 0.376 -0.160 -1.605
N 2.44255 -0.63045 -0.60473 0.651 -1.013 0.336
H 0.69634 -0.54680 -2.05610 -1.262 -0.463 1.136
C 3.43421 1.45675 -0.13185 2.608 3.074 0.880
C -0.96474 0.10495 1.01935 -1.983 2.696 -1.479
H -1.70312 0.85105 0.46470 0.995 -1.461 1.472
H -0.38054 0.82735 1.63077 0.861 -0.690 -1.006
H 0.26053 0.85032 -1.05878 -0.088 1.173 0.049
N 2.94168 0.35231 -0.37097 -0.944 -2.768 -0.618
I 1.77262 -3.46441 -2.60933 -1.872 -2.287 -1.635
H -1.49618 -0.39733 1.80490 -0.639 -0.694 -0.035
```
Positions in Å, forces in eV/Å.

---

4.
The following is a quantum chemistry calculation of an isolated ion of composition C5H11IN3 and charge +1 in a non-equilibrium geometry, from the Open Molecules 2025 dataset.

Properties
* energy above the lowest of the compared OMol25 structures with the same formula, charge and spin: 295.09 kJ/mol
* total charge: +1
* 2S+1: 1
* LUMO: -5.09 eV
* HOMO level: -12.600 eV
* HOMO-LUMO gap: 7.5 eV
* SMILES string: C/N=C(\I)[C@@H](C=[NH2+])NC

The geometry in XYZ format:
```
20
Properties=species:S:1:pos:R:3:forces:R:3
C 0.27298 -1.09031 1.63635 -1.040 1.646 2.055
H -1.24679 -2.47639 -1.58131 0.172 -2.993 0.109
H -2.15577 -1.11838 -2.12754 0.039 -0.223 0.532
C 1.54625 2.77569 -0.23838 0.728 0.468 -0.045
N 0.90662 1.50944 -0.08094 -2.305 0.355 -0.112
C 0.38852 -0.96751 0.15934 -1.302 2.623 -0.734
H -1.75950 -1.38543 1.71200 0.780 0.652 -0.208
N -0.91198 -1.04507 2.20143 0.704 -0.815 -0.724
H 0.94252 3.65326 0.19740 0.769 -1.549 -1.024
H 0.92950 -1.71870 -0.35565 0.880 -0.699 -0.180
H -0.51672 -1.11188 -2.57921 -0.151 -1.161 0.411
C -1.18558 -1.47903 -1.75903 0.757 4.245 -1.189
H 2.46799 2.63085 0.34083 0.269 0.797 -0.260
H -1.07589 -0.74774 3.15524 0.431 -0.307 0.170
H 1.15864 -0.77767 2.28669 -1.161 -0.897 -0.905
N -0.83076 -0.73307 -0.53923 -1.899 -0.358 0.236
H 1.81003 2.86984 -1.34436 -0.485 0.265 1.518
H -1.40973 0.12794 -0.50979 1.573 -0.653 0.746
C 1.26649 0.39479 0.17825 2.046 -1.599 -0.470
I 3.46827 -0.15351 0.44724 -0.805 0.203 0.076
```
Positions in Å, forces in eV/Å.

---

5.
The following is a quantum chemistry calculation of a 2-piece molecular cluster, C5H11INOS overall in a non-equilibrium geometry, from the Open Molecules 2025 dataset.

Properties
* energy above the lowest of the compared OMol25 structures with the same formula, charge and spin: 238.67 kJ/mol
* total charge: +1
* 2S+1: 1
* LUMO: -4.47 eV
* HOMO level: -11.436 eV
* HOMO-LUMO gap: 7.0 eV

The geometry in XYZ format:
```
20
Properties=species:S:1:pos:R:3:forces:R:3
H -0.79721 0.97644 0.42296 1.026 2.276 -1.212
H 0.99904 0.37793 2.24867 0.039 0.144 1.206
H 2.51879 -0.59241 -0.78975 -0.500 0.254 2.031
H 0.14226 -2.68437 0.34400 0.537 -1.754 0.782
C 0.40947 -1.81346 -0.16303 -4.737 1.754 2.137
H 2.53843 0.39059 0.81478 2.097 3.059 2.121
C 0.31603 -0.35399 1.85996 -0.089 0.815 -0.899
H 0.10885 -1.28090 2.43485 -0.330 1.201 0.246
H -0.73238 -0.37664 -1.32346 -1.076 -0.867 1.861
C 2.13251 -0.32362 0.25943 -1.613 -2.676 -3.190
N 1.05565 -0.84381 0.71218 1.004 -0.628 -2.588
H 0.82733 -1.83173 -1.07017 2.344 -0.887 -2.990
H -1.80321 -1.84583 -1.06114 1.608 0.392 1.087
O -1.64235 -0.73451 0.69058 -0.852 -0.771 -1.878
C -1.02670 -1.19941 -0.51659 0.026 1.187 -1.282
H -0.81449 3.92179 -4.27321 -0.002 -0.002 0.785
S -0.81985 2.61617 -1.22123 0.096 0.376 -0.593
C -0.96908 0.36289 1.22578 -1.043 -3.164 4.527
I -0.80097 4.46678 -2.69166 -0.005 -0.323 -0.297
H -1.64211 0.76810 2.09704 1.468 -0.387 -1.855
```
Positions in Å, forces in eV/Å.

---

6.
The following is a quantum chemistry calculation of C5H11MgNdO4 as an isolated structure in a non-equilibrium geometry, from the Open Molecules 2025 dataset.

Properties
* energy above the lowest of the compared OMol25 structures with the same formula, charge and spin: 356.81 kJ/mol
* total charge: +1
* 2S+1: 5
* LUMO (spin up / spin down): -3.53 / -4.33 eV
* HOMO level (spin up / spin down): -10.089 / -11.167 eV
* HOMO-LUMO gap (spin up / spin down): 6.6 / 6.8 eV

The geometry in XYZ format:
```
22
Properties=species:S:1:pos:R:3:forces:R:3
C -2.50150 0.17206 -0.38208 -0.662 -0.596 -0.482
C -2.93439 1.79537 1.38922 -0.789 0.181 0.353
H 0.60612 -2.09077 -1.14170 0.002 -0.343 0.124
O -2.00371 0.97676 0.72100 -1.606 0.579 0.452
C 1.05557 -2.00057 0.94768 0.075 -1.944 0.762
H -0.03890 -3.46948 -0.17923 0.150 0.361 0.014
O 1.54064 1.27244 -0.68156 9.901 3.565 -12.701
H -2.39222 2.39466 2.12869 -0.115 -0.132 -0.111
H -3.43473 2.47154 0.67857 0.036 -0.248 0.229
O 1.38955 -0.64373 0.97974 1.796 -1.521 0.920
Nd 0.16586 0.86406 0.33243 -11.619 -0.903 7.530
H 1.49404 1.23385 -1.76577 0.695 0.289 3.461
C -1.32556 -0.56559 -0.95832 -0.022 0.060 -0.476
H 1.96307 -2.62434 0.83476 -0.244 0.266 -0.089
O -1.15319 -1.77094 -0.17139 -0.189 0.420 0.605
H 0.61898 -2.33027 1.90941 0.026 0.393 -0.284
Mg 2.90182 0.58012 0.60281 2.004 -0.717 0.444
H -2.94454 0.85687 -1.12287 0.071 -0.247 0.174
H -1.48522 -0.79658 -2.02079 -0.037 -0.052 0.321
H -3.27286 -0.48971 0.05039 0.150 0.162 -0.231
H -3.66270 1.15480 1.90974 0.071 0.354 -0.168
C 0.11688 -2.37869 -0.19296 0.308 0.075 -0.848
```
Positions in Å, forces in eV/Å.

---

7.
The following is a quantum chemistry calculation of an isolated ion of composition C5H11N and charge -1 in a non-equilibrium geometry, from the Open Molecules 2025 dataset.

Properties
* energy above the lowest of the compared OMol25 structures with the same formula, charge and spin: 61.52 kJ/mol
* total charge: -1
* 2S+1: 2
* LUMO (spin up / spin down): 4.41 / 4.30 eV
* HOMO level (spin up / spin down): 1.378 / -3.587 eV
* HOMO-LUMO gap (spin up / spin down): 3.0 / 7.9 eV

The geometry in XYZ format:
```
17
Properties=species:S:1:pos:R:3:forces:R:3
C -2.20170 1.06824 0.38897 -1.285 -2.139 -0.224
C 0.09652 0.13708 0.68275 -2.085 0.240 0.179
H -2.73993 1.70138 -0.32931 0.028 -0.285 0.345
C 1.69487 -1.65821 0.15259 0.312 -0.884 0.035
C -0.85613 0.71194 -0.11447 3.048 -0.722 -0.253
H 2.12349 0.27938 1.12822 0.202 -0.325 -0.662
C 1.50603 -0.15012 0.30989 -0.525 -0.594 0.466
H -2.78568 0.02921 0.54724 0.791 2.244 -0.227
H -1.32667 0.86168 -2.10036 0.702 0.016 0.150
H 0.39652 0.63114 -1.82292 -1.672 0.198 0.379
H -2.08031 1.59164 1.33549 -0.326 -0.046 0.057
H 1.11983 -2.23962 0.90097 0.463 0.350 -0.141
N -0.52209 1.00607 -1.46487 -0.269 0.242 0.060
H 2.76660 -1.92768 0.20572 -0.308 -0.096 0.028
H 1.31465 -2.02772 -0.82210 0.134 0.428 0.341
H -0.25367 -0.28570 1.66100 0.379 0.831 -0.698
H 1.74768 0.27128 -0.65884 0.410 0.542 0.165
```
Positions in Å, forces in eV/Å.

---

8.
The following is a quantum chemistry calculation of an isolated ion of composition C5H11N and charge -1 in a non-equilibrium geometry, from the Open Molecules 2025 dataset.

Properties
* energy above the lowest of the compared OMol25 structures with the same formula, charge and spin: 199.74 kJ/mol
* total charge: -1
* 2S+1: 2
* LUMO (spin up / spin down): 4.36 / 4.28 eV
* HOMO level (spin up / spin down): 1.250 / -2.244 eV
* HOMO-LUMO gap (spin up / spin down): 3.1 / 6.5 eV

The geometry in XYZ format:
```
17
Properties=species:S:1:pos:R:3:forces:R:3
H -0.85389 -0.81811 1.41514 -0.531 0.105 0.373
H 3.12898 1.91913 -0.40179 0.216 0.697 -0.020
C 0.49304 0.25651 -0.33069 -0.721 -2.254 0.236
H -1.65255 -3.16401 1.07553 -0.142 0.061 0.108
H 0.34855 2.26292 -0.19981 0.479 -0.452 -0.067
H 2.18632 2.42512 1.08420 0.196 0.325 -0.207
H 2.68011 0.77670 0.76424 -0.667 0.052 -0.078
N 1.05678 1.52191 -0.48237 0.271 0.795 0.547
C -1.53617 -0.95042 0.56226 1.879 0.789 -0.450
C -1.58308 -2.44148 0.26583 -1.363 0.319 -2.753
H -2.51292 -0.51854 0.76079 -0.281 -0.178 0.330
H -0.84428 -2.69885 -0.49860 0.874 -0.070 0.786
H -1.34202 0.66857 -1.14992 -0.782 -0.365 0.370
H 1.03645 -0.53574 0.21219 0.379 0.764 0.233
H -2.42095 -2.48706 -0.47988 -0.211 -0.686 0.988
C -0.85054 -0.09307 -0.53261 0.475 0.895 -0.043
C 2.31223 1.70015 0.28035 -0.069 -0.799 -0.354
```
Positions in Å, forces in eV/Å.

---

9.
The following is a quantum chemistry calculation of one molecule with the formula C5H11N in a non-equilibrium geometry, from the Open Molecules 2025 dataset.

Properties
* energy above the lowest of the compared OMol25 structures with the same formula, charge and spin: 45.01 kJ/mol
* 2S+1: 1
* LUMO: 1.05 eV
* HOMO level: -7.631 eV
* HOMO-LUMO gap: 8.7 eV
* SMILES string: CC/C(C)=C/N

The geometry in XYZ format:
```
17
Properties=species:S:1:pos:R:3:forces:R:3
H -0.47366 0.85218 -2.35605 0.142 0.192 -0.419
C 0.36999 -0.78159 -1.23313 -0.008 -0.074 0.329
C -0.19985 -0.59902 1.20600 -0.315 -0.006 0.182
H -0.06915 -0.63278 -3.31216 0.092 0.232 -0.554
H 1.15589 1.74676 0.81973 0.394 0.143 0.989
H 0.15155 -1.84687 -1.13012 0.049 -0.013 0.203
N -0.28565 0.05901 2.42790 0.271 -0.197 -0.004
H -0.47613 -1.64194 1.26614 0.093 -0.170 -0.117
H -0.35992 2.06560 0.02185 0.053 0.162 -0.242
C 0.17880 -0.03670 0.06672 0.282 0.284 -0.486
H -0.85344 -0.37679 3.12785 -0.108 0.164 0.104
C -0.45979 -0.23079 -2.39211 -0.283 -0.363 0.709
C 0.53183 1.43641 0.01263 -0.187 -0.607 -0.361
H 1.15562 1.62337 -0.85706 -0.284 0.226 -0.345
H 1.43363 -0.70881 -1.48729 0.003 -0.024 -0.103
H -1.49530 -0.56487 -2.30505 -0.034 0.030 0.048
H -0.25934 1.06198 2.42812 -0.163 0.021 0.065
```
Positions in Å, forces in eV/Å.

---

10.
The following is a quantum chemistry calculation of a 2-piece molecular cluster, C5H11N overall in a non-equilibrium geometry, from the Open Molecules 2025 dataset.

Properties
* energy above the lowest of the compared OMol25 structures with the same formula, charge and spin: 577.40 kJ/mol
* 2S+1: 1
* LUMO: -0.73 eV
* HOMO level: -8.311 eV
* HOMO-LUMO gap: 7.6 eV

The geometry in XYZ format:
```
17
Properties=species:S:1:pos:R:3:forces:R:3
H -1.03743 -2.84411 0.49394 -0.277 0.023 0.239
H 0.19461 1.68177 -1.45564 -1.263 0.120 -0.846
C -0.51591 -0.45905 -1.04517 1.135 1.784 0.917
H 0.06053 -2.29069 1.79864 -0.201 -0.320 -0.051
C -0.54259 -1.98360 0.93937 1.188 -0.015 0.073
H 1.11240 2.79729 0.08362 0.083 0.454 -0.025
H 1.47896 0.96899 -0.70571 -2.084 0.287 -0.191
N 0.25013 2.78047 0.63418 0.232 -1.474 0.811
H 0.89590 -2.02158 -0.77182 -0.018 -0.318 0.466
H -1.56424 -0.70614 -0.86441 0.046 -0.350 -0.846
H -1.24452 -1.23884 1.31408 -0.172 -0.137 -0.102
H 1.12384 -0.71263 0.38751 0.022 0.058 -0.079
H -0.07902 -0.48151 -2.03949 -0.915 -0.728 -0.440
C -0.44898 1.65355 0.51694 -1.135 0.891 -0.430
C -0.39238 1.03838 -0.75148 4.724 -0.780 0.999
C 0.37722 -1.32708 -0.10393 -1.292 0.064 -0.363
H 0.33147 3.14476 1.56936 -0.074 0.439 -0.132
```
Positions in Å, forces in eV/Å.